No. 1
41
Properties=species:S:1:pos:R:3 method="wB97M-V/def2-TZVPD" e_tot_ha=-2024.74809 orbital_gap_ev=7.80 smiles="CCc1ccccc1NC(=S)NCCSc1ccc(Cl)cc1" molar_mass_g_mol=350.94 lumo_energy_ev=0.12
C -0.794 -2.311 3.365
C -0.314 -1.510 2.031
C 0.954 -1.460 1.819
C 1.721 -0.647 2.724
C 3.178 -0.652 2.219
C 3.748 -1.450 1.260
C 2.932 -2.107 0.509
C 1.375 -2.317 0.598
N 0.758 -3.138 -0.276
C 0.043 -2.453 -1.073
S -0.873 -3.563 -1.985
N -0.398 -1.190 -1.225
C -1.415 -0.573 -1.800
C -2.359 0.132 -0.896
S -1.856 1.262 0.186
C -1.122 2.520 -0.990
C -0.321 3.273 -0.380
C 0.184 4.402 -1.263
C -0.410 4.648 -2.363
Cl 0.281 5.966 -3.307
C -1.242 3.777 -3.222
C -1.785 2.909 -2.243
H -1.797 -2.314 3.509
H -0.389 -3.274 3.070
H -0.184 -1.838 4.139
H -1.110 -0.708 2.206
H -1.152 -1.939 1.361
H 1.242 -0.091 3.272
H 3.513 0.078 3.104
H 4.873 -1.369 1.042
H 3.166 -2.786 -0.396
H 1.056 -3.954 -0.264
H 0.284 -0.633 -0.592
H -1.692 -1.355 -2.641
H -0.976 0.263 -2.577
H -3.271 0.461 -1.474
H -2.866 -0.708 -0.505
H 0.225 3.131 0.383
H 1.075 5.124 -0.811
H -1.828 4.064 -4.053
H -2.451 2.330 -2.461



No. 2
15
Properties=species:S:1:pos:R:3 method="wB97M-V/def2-TZVPD" e_tot_ha=-2998.30070 orbital_gap_ev=9.11 smiles="N#C[C@@H]1C=CC=C[C@@]1(F)Br" relative_energy_kj_mol=0.0 molar_mass_g_mol=202.03 lumo_energy_ev=-0.43
N -0.670 -3.142 -0.056
C -0.214 -2.146 0.244
C 0.289 -0.926 0.789
C -0.735 0.156 1.205
C -1.307 0.998 0.338
C -0.818 1.111 -1.010
C 0.314 0.509 -1.367
C 1.181 -0.267 -0.398
F 2.076 -1.179 -0.836
Br 2.339 1.096 0.492
H 0.960 -0.931 1.731
H -0.870 0.254 2.336
H -1.996 1.779 0.609
H -1.279 1.837 -1.740
H 0.733 0.853 -2.337



No. 3
55
Properties=species:S:1:pos:R:3 method="wB97M-V/def2-TZVPD" e_tot_ha=-18746.25123 orbital_gap_ev=6.32 relative_energy_kj_mol=0.0 molar_mass_g_mol=984.22 charge=-1 lumo_energy_ev=2.20
Zn 0.636 0.117 -0.735
C 1.969 -3.036 1.924
C 2.163 -1.563 2.104
C 1.723 -0.888 3.238
C 1.840 0.488 3.319
C 2.401 1.136 2.231
Br 2.529 3.041 2.265
N 2.838 0.538 1.153
C 2.727 -0.794 1.093
H 1.908 -3.548 2.885
H 2.780 -3.478 1.345
H 1.039 -3.204 1.378
H 1.274 -1.441 4.055
H 1.495 1.043 4.178
H 3.077 -1.251 0.173
Br 0.076 -0.603 -7.542
C 0.707 -0.640 -5.758
C 2.000 -1.035 -5.480
Br 3.183 -1.553 -6.865
C 2.439 -1.048 -4.146
Br 4.210 -1.546 -3.682
C 1.614 -0.689 -3.091
O 2.022 -0.694 -1.842
C 0.259 -0.270 -3.374
O -0.509 0.087 -2.392
C -0.144 -0.257 -4.710
Br -1.919 0.323 -5.027
O -0.553 -1.424 0.473
C -1.120 -0.418 0.952
O -0.640 0.748 0.814
C -2.411 -0.600 1.689
C -3.211 0.491 1.986
C -4.429 0.342 2.654
C -4.782 -0.935 3.010
O -5.912 -1.347 3.673
C -5.823 -2.768 3.751
O -4.580 -3.174 3.193
C -3.983 -2.027 2.719
C -2.793 -1.900 2.054
H -2.870 1.471 1.683
H -5.065 1.185 2.882
H -6.641 -3.211 3.176
H -5.864 -3.070 4.801
H -2.173 -2.745 1.792
Br 2.425 6.388 -2.571
C 1.957 4.652 -1.977
C 2.837 3.603 -2.165
C 2.448 2.353 -1.711
N 1.278 2.147 -1.115
C 0.436 3.161 -0.948
C 0.734 4.447 -1.364
H 3.793 3.742 -2.649
H 3.076 1.478 -1.828
H -0.500 2.921 -0.460
H 0.034 5.255 -1.215



No. 4
65
Properties=species:S:1:pos:R:3 method="wB97M-V/def2-TZVPD" e_tot_ha=-1988.15149 orbital_gap_ev="7.08 / 5.59" relative_energy_kj_mol=43.2 multiplicity=5 molar_mass_g_mol=688.87 charge=+3 lumo_energy_ev="-9.24 / -10.90"
Os -0.269 0.526 1.272
C 4.172 -1.760 -3.091
C 3.939 -2.246 -1.676
N 3.127 -1.317 -0.873
C 1.948 -1.692 -0.302
S 1.600 -0.682 1.189
N 1.320 -2.826 -0.415
N -1.641 -0.819 0.153
C -2.881 -1.042 0.664
C -3.816 -2.121 0.264
C -3.128 -0.241 1.822
C -4.314 -0.361 2.562
C -4.528 0.490 3.626
C -3.568 1.499 3.761
C -2.403 1.621 3.067
N -2.145 0.736 2.051
H 5.036 -2.294 -3.541
H 4.265 -0.677 -3.192
H 3.363 -2.127 -3.741
H 4.934 -2.324 -1.178
H 3.526 -3.318 -1.703
H 3.492 -0.465 -0.501
H -3.278 -3.013 0.014
H -4.501 -1.836 -0.556
H -4.396 -2.321 1.194
H -5.129 -1.063 2.275
H -5.351 0.470 4.297
H -3.721 2.202 4.557
H -1.579 2.318 3.226
C -0.842 0.755 -2.047
N -0.235 1.356 -0.882
C -0.566 2.830 -0.873
C -0.298 3.318 0.498
N 0.163 2.478 1.501
C 0.776 3.248 2.539
C 1.797 2.947 3.450
C 2.622 3.965 3.899
C 2.394 5.325 3.593
C 1.345 5.650 2.714
C 0.585 4.589 2.147
N -0.139 4.591 0.957
C -0.753 -0.767 -1.916
N -1.463 -1.449 -1.018
C 0.880 -3.398 -1.590
C 1.021 -4.837 -1.662
C 0.641 -5.593 -2.759
C 0.232 -4.928 -3.921
C 0.044 -3.552 -3.911
C 0.366 -2.758 -2.812
N 0.054 -1.406 -2.823
H -0.276 1.073 -2.916
H -1.880 1.097 -2.102
H 0.741 1.298 -1.081
H -1.662 3.037 -1.059
H -0.090 3.372 -1.688
H 1.915 1.921 3.893
H 3.540 3.734 4.491
H 2.887 6.118 4.149
H 1.081 6.710 2.502
H -0.460 5.407 0.425
H 1.359 -5.237 -0.739
H 0.649 -6.669 -2.860
H -0.154 -5.573 -4.802
H -0.406 -3.072 -4.808
H 0.054 -0.899 -3.715